Formula: C26H62NO3PS
Source: the Open Molecules 2025 dataset
Level of theory: wB97M-V/def2-TZVPD

**Kohn-Sham gap**: 9.261 eV
**Structure (SMILES)**: NCOC(=O)O[PH2]=S.CCCCCC.CCCCCC.CCCCCC.CCCCCC

```
! wB97M-V def2-TZVPD RIJCOSX def2/J DEFGRID3
* xyz 0 1
N 7.63331 0.99387 -1.94755
C 7.68731 2.35432 -2.55394
O 6.40116 2.88133 -2.98291
C 5.47763 2.99156 -1.91167
O 5.08624 4.11311 -1.48422
O 4.86949 1.85129 -1.25766
P 4.27039 0.71801 -2.40215
S 2.41584 0.98205 -2.91846
H 8.28114 0.33441 -2.42299
H 7.95723 1.06381 -0.96150
H 8.17039 3.06509 -1.78833
H 8.32650 2.25860 -3.51368
H 4.37378 -0.59976 -1.81999
H 5.15634 0.73559 -3.52725
C -3.04601 -2.45787 -1.13084
C -3.55921 -1.10698 -1.60760
C -2.60636 -0.40287 -2.57517
C -1.23433 -0.04825 -1.99745
C -1.25905 0.83662 -0.75106
C -1.87664 2.20712 -0.99602
H -2.11390 -2.36140 -0.56746
H -3.78081 -2.93062 -0.47275
H -2.86982 -3.12964 -1.97637
H -3.76832 -0.46778 -0.74378
H -4.51791 -1.25937 -2.11544
H -3.09148 0.50571 -2.94702
H -2.45524 -1.04235 -3.45280
H -0.65162 0.45580 -2.77699
H -0.68764 -0.96821 -1.76302
H -0.23005 0.97730 -0.40413
H -1.79170 0.33554 0.06382
H -1.33331 2.74452 -1.77853
H -1.83479 2.80834 -0.08296
H -2.92554 2.13114 -1.29351
C -6.53858 1.50354 -0.18669
C -7.27482 1.87026 -1.46654
C -6.39036 2.58466 -2.49005
C -5.82401 3.93321 -2.03749
C -6.86447 4.97385 -1.62042
C -7.80353 5.37482 -2.75041
H -6.17776 2.39008 0.34181
H -7.20599 0.96469 0.49199
H -5.68194 0.85717 -0.40023
H -8.15055 2.48078 -1.22471
H -7.65859 0.95118 -1.92234
H -6.96233 2.72084 -3.41361
H -5.55045 1.92979 -2.75134
H -5.22049 4.34507 -2.85482
H -5.13136 3.77711 -1.20316
H -6.33971 5.86920 -1.27150
H -7.45002 4.61059 -0.76947
H -7.24258 5.78119 -3.59688
H -8.49993 6.14508 -2.40662
H -8.39619 4.52790 -3.10365
C 5.03916 -2.16805 1.17916
C 6.43372 -1.98502 0.60207
C 6.67912 -2.80983 -0.66204
C 6.59531 -4.32770 -0.48088
C 7.54479 -4.91586 0.56406
C 9.01558 -4.70594 0.22912
H 4.86285 -3.20018 1.49312
H 4.90743 -1.52973 2.05721
H 4.27376 -1.89510 0.44609
H 7.18123 -2.22274 1.36544
H 6.57191 -0.92596 0.35698
H 7.66099 -2.54493 -1.06821
H 5.94921 -2.51459 -1.42537
H 6.79750 -4.80177 -1.44844
H 5.56944 -4.60816 -0.21872
H 7.35622 -5.99170 0.63816
H 7.33163 -4.49846 1.55358
H 9.26209 -5.15302 -0.73819
H 9.64619 -5.17691 0.98855
H 9.27553 -3.64537 0.19561
C -2.92512 0.69794 2.85920
C -2.08336 -0.56690 2.93610
C -2.71142 -1.66154 3.80050
C -2.90010 -1.30199 5.27670
C -1.62664 -0.89444 6.01943
C -0.58380 -2.00259 6.08216
H -3.04436 1.16569 3.84016
H -2.44727 1.42971 2.20138
H -3.91973 0.48171 2.45693
H -1.08112 -0.31960 3.30015
H -1.95292 -0.95916 1.92175
H -2.09936 -2.56583 3.72086
H -3.69057 -1.92464 3.38330
H -3.34606 -2.16383 5.78688
H -3.63114 -0.49088 5.36459
H -1.89616 -0.61362 7.04282
H -1.18562 -0.00232 5.56285
H -0.98954 -2.89145 6.57378
H 0.28695 -1.66903 6.65400
H -0.23567 -2.28726 5.08664
*
```

---

Formula: C9H4AsI2NOReS4SbSe4
Source: the Open Molecules 2025 dataset
Level of theory: wB97M-V/def2-TZVPD

**Kohn-Sham gap (alpha / beta)**: 5.540 / 5.541 eV
**Energy above the lowest of the compared OMol25 structures with the same formula, charge and spin**: 0.0 kcal per mole

```
! wB97M-V def2-TZVPD RIJCOSX def2/J DEFGRID3
* xyz 0 1
Re 0.81598 -0.99858 -0.58108
I -3.67650 -0.01863 -2.93600
C -2.78416 0.93165 -1.32683
C -3.42836 2.02299 -0.70404
C -2.86547 2.67526 0.35534
I -3.89455 4.27622 1.20726
C -1.60062 2.26689 0.86115
C -0.90737 2.85697 1.93935
C 0.31033 2.36288 2.31102
C 0.86132 1.27229 1.61923
N 0.24276 0.69409 0.61269
C -0.97705 1.17792 0.22792
C -1.56609 0.49877 -0.87216
O -0.89637 -0.51962 -1.41409
H -4.38956 2.34022 -1.08453
H -1.34642 3.69767 2.45936
H 0.86384 2.79850 3.13042
H 1.83030 0.87237 1.88830
Se 3.13673 -4.08678 0.30786
Sb 3.32054 -5.36889 2.49424
Se 2.13130 -2.12069 1.25225
Se -0.14133 -2.50410 1.31833
Se 4.58557 -7.25174 1.99940
S 2.64299 0.00927 -1.51494
As 3.33800 -1.82511 -2.63324
S 1.23823 -2.68211 -2.18151
S 0.60790 -1.71330 -3.99636
S 2.54805 -1.66443 -4.73933
*
```